1.
C5H9NO4S | the ωB97M-V functional and the def2-TZVPD basis

Structure (XYZ):
```
20
Properties=species:S:1:pos:R:3:lowdin_spin:R:1
C -1.379 -0.208 0.430 0.581
C -0.238 0.817 0.507 0.641
C -1.307 -1.655 0.636 0.091
C -0.183 2.265 0.662 0.120
C 1.565 -0.585 -0.921 0.030
N -2.762 0.220 0.270 0.078
O -3.680 -0.606 0.243 0.077
O -2.970 1.434 0.182 0.163
O 2.238 1.220 0.992 0.004
O 1.539 -1.070 1.609 0.016
S 1.398 0.066 0.774 0.055
H -0.345 -1.863 0.905 0.000
H -1.939 -1.999 1.367 0.020
H -1.493 -2.307 -0.145 0.026
H -0.507 2.616 1.680 0.057
H -1.034 2.687 0.054 0.020
H 0.813 2.524 0.622 0.005
H 0.895 -1.433 -1.090 0.001
H 1.561 0.189 -1.689 0.003
H 2.549 -1.186 -1.119 0.010
```

Properties
- expectation value of S² = 2.01
- electronic energy (eV) = -25838.0264
- spin multiplicity = 3
- frontier orbital gap (alpha / beta) (eV) = 8.6 / 7.4
- molecular weight (g/mol) = 179.2
- ΔE to the lowest compared entry with this formula, charge and spin (eV) = 0.000
- total charge = 0

***

2.
C5H8O2 | the ωB97M-V functional and the def2-TZVPD basis

Structure (XYZ):
```
15
Properties=species:S:1:pos:R:3:nbo_charge:R:1
C 1.805 -0.533 -1.226 -0.605
C 0.979 0.088 -0.103 -0.386
C -0.393 -0.587 0.031 -0.531
C -1.145 -0.041 1.213 0.820
O -0.847 -0.136 2.360 -0.504
C -2.217 1.565 -0.008 0.094
O -2.364 0.655 0.921 -0.504
H 1.984 -1.600 -1.045 0.203
H 2.779 -0.040 -1.312 0.217
H 1.293 -0.436 -2.190 0.205
H 0.820 1.156 -0.296 0.219
H 1.510 0.004 0.853 0.212
H -0.970 -0.458 -0.887 0.235
H -0.262 -1.659 0.224 0.238
H -3.207 2.074 -0.003 0.086
```

Properties
- electronic energy (eV) = -9406.7453
- spin multiplicity = 1
- frontier orbital gap (eV) = 9.3
- molecular weight (g/mol) = 100.1
- ΔE to the lowest compared entry with this formula, charge and spin (eV) = 3.087
- total charge = 0

***

3.
C5H20BrN2O7 | the ωB97M-V functional and the def2-TZVPD basis

Structure (XYZ):
```
35
Properties=species:S:1:pos:R:3:nbo_charge:R:1
Br -0.154 -0.082 -0.027 -0.278
C -0.362 0.752 2.994 0.762
O -1.524 1.041 2.755 -0.712
N 0.378 1.266 3.921 -0.829
N 0.226 -0.264 2.465 -0.847
H 1.385 1.339 3.882 0.391
H -0.097 2.067 4.311 0.377
H -0.016 -0.441 1.500 0.315
H 1.133 -0.605 2.749 0.360
C -0.204 -2.608 -0.887 -0.153
C 0.211 -4.034 -1.179 -0.079
O 1.349 -4.471 -0.519 -0.703
O 0.820 -1.658 -1.247 -0.749
H -0.331 -2.423 0.180 0.166
H -1.008 -2.236 -1.522 0.211
H 0.416 -4.052 -2.249 0.179
H -0.640 -4.691 -0.996 0.142
H 1.082 -4.588 0.396 0.454
H 0.753 -0.997 -0.554 0.338
C -0.567 2.015 -2.024 -0.161
C 0.337 2.687 -1.014 -0.127
O -0.278 3.572 -0.120 -0.695
O -1.754 1.568 -1.374 -0.762
H -0.071 1.152 -2.469 0.203
H -0.840 2.656 -2.862 0.159
H 1.190 3.128 -1.529 0.157
H 0.778 1.824 -0.514 0.211
H -0.726 3.059 0.557 0.441
H -1.461 0.877 -0.775 0.438
O -0.508 -0.476 -2.669 -0.990
H -0.958 0.361 -2.549 0.454
H -0.197 -0.709 -1.795 0.449
O 0.877 1.843 1.150 -0.954
H 0.781 0.954 0.806 0.398
H -0.019 2.176 1.207 0.432
```

Properties
- electronic energy (eV) = -92854.8981
- spin multiplicity = 1
- frontier orbital gap (eV) = 7.9
- molecular weight (g/mol) = 300.1
- ΔE to the lowest compared entry with this formula, charge and spin (eV) = 13.606
- total charge = -1

***

4.
C33H28Cl5F5IN2OPSTaTe | the ωB97M-V functional and the def2-TZVPD basis

Structure (XYZ):
```
79
Properties=species:S:1:pos:R:3:lowdin_charge:R:1
Ta -0.725 -1.663 -0.995 1.457
Cl -2.364 -3.624 -1.021 0.791
C -1.403 -3.956 -2.480 -0.629
C -0.350 -3.065 -2.577 -0.392
C 0.333 -3.058 -3.792 -0.678
Cl 1.486 -1.801 -4.113 0.774
C 0.027 -3.977 -4.793 -0.697
Cl 0.868 -3.944 -6.275 0.773
C -0.995 -4.922 -4.588 -0.674
Cl -1.335 -6.079 -5.778 0.804
C -1.771 -4.886 -3.423 -0.697
Cl -3.102 -5.916 -3.172 0.788
I 0.316 1.094 1.246 1.554
C 0.676 1.946 3.161 -0.484
C 1.637 1.372 3.932 -0.096
C 1.881 1.912 5.218 -0.020
C 1.159 2.979 5.663 0.027
C 0.166 3.580 4.847 -0.125
C -0.600 4.688 5.282 0.043
C -1.557 5.258 4.486 -0.009
C -1.796 4.750 3.197 -0.021
C -1.059 3.676 2.747 -0.312
P -1.367 3.057 1.127 0.959
C -0.886 4.112 -0.211 -0.391
C 0.250 3.903 -0.998 -0.130
C 0.572 4.818 -1.985 -0.027
C -0.235 5.929 -2.196 -0.003
C -1.369 6.135 -1.420 -0.017
C -1.704 5.234 -0.424 -0.074
C -2.992 2.432 0.999 -0.400
C -3.470 1.642 2.059 -0.054
C -4.749 1.131 1.994 -0.016
C -5.546 1.392 0.880 0.008
C -5.079 2.180 -0.168 -0.020
C -3.801 2.702 -0.119 -0.119
C -0.083 3.059 3.556 -0.216
H 2.209 0.519 3.591 0.114
H 2.646 1.465 5.838 0.130
H 1.338 3.386 6.650 0.139
H -0.412 5.088 6.271 0.141
H -2.134 6.100 4.840 0.132
H -2.554 5.214 2.578 0.122
H 0.915 3.066 -0.821 0.068
H 1.458 4.667 -2.588 0.131
H 0.020 6.638 -2.972 0.133
H -2.000 6.997 -1.591 0.132
H -2.588 5.407 0.177 0.115
H -2.841 1.428 2.916 0.123
H -5.131 0.527 2.806 0.130
H -6.544 0.977 0.829 0.134
H -5.712 2.386 -1.020 0.135
H -3.459 3.353 -0.914 0.101
C 3.584 -5.013 -3.105 -0.049
C 4.052 -3.760 -2.384 -0.189
N 2.970 -3.140 -1.587 0.042
C 2.645 -3.280 -0.325 -0.657
S 1.285 -2.378 0.375 0.675
N 3.260 -4.031 0.573 0.029
C 4.392 -4.981 0.452 -0.202
C 4.376 -5.910 1.650 -0.062
H 4.409 -5.433 -3.679 0.098
H 2.776 -4.783 -3.800 0.057
H 3.232 -5.774 -2.407 0.079
H 4.353 -3.001 -3.104 0.125
H 4.903 -3.954 -1.744 0.103
H 2.387 -2.509 -2.116 0.026
H 2.869 -3.976 1.503 0.114
H 5.327 -4.422 0.415 0.129
H 4.282 -5.550 -0.467 0.104
H 4.495 -5.356 2.582 0.087
H 5.203 -6.614 1.576 0.095
H 3.449 -6.482 1.692 0.090
F -1.640 -0.702 -2.852 -0.448
Te -1.561 1.074 -1.929 1.884
F -2.604 -0.421 -0.839 -0.528
F -0.511 1.516 -3.380 -0.409
F -2.998 1.317 -3.068 -0.413
F -1.244 -1.707 0.825 -0.547
O 0.061 -0.035 -1.315 -0.891
```

Properties
- electronic energy (eV) = -152951.3425
- spin multiplicity = 1
- frontier orbital gap (eV) = 5.8
- molecular weight (g/mol) = 1239.3
- ΔE to the lowest compared entry with this formula, charge and spin (eV) = 1.833
- total charge = +3

***

5.
C5H7ClFN | the ωB97M-V functional and the def2-TZVPD basis

Structure (XYZ):
```
15
Properties=species:S:1:pos:R:3:nbo_charge:R:1
F -0.333 1.723 -0.098 -0.338
C -0.406 0.354 -0.165 0.349
Cl -2.100 -0.227 -0.045 -0.057
C 0.321 -0.354 0.983 -0.296
C 1.597 0.344 0.829 -0.250
N 1.809 0.385 -0.613 -0.633
C 0.786 -0.489 -1.024 -0.053
C 0.610 -1.568 0.055 -0.441
H -0.284 -0.299 1.988 0.247
H 2.366 -0.242 1.494 0.189
H 1.382 1.284 1.301 0.208
H 2.835 0.176 -1.074 0.392
H 0.857 -0.619 -2.117 0.225
H -0.231 -2.370 0.059 0.250
H 1.665 -1.995 0.225 0.208
```

Properties
- SMILES = F[C@]1(Cl)[C@@H]2CN[C@H]1C2
- electronic energy (eV) = -22025.5415
- spin multiplicity = 1
- frontier orbital gap (eV) = 9.8
- molecular weight (g/mol) = 135.6
- ΔE to the lowest compared entry with this formula, charge and spin (eV) = 2.758
- total charge = 0

***

6.
C33H44F2O30 | the ωB97M-V functional and the def2-TZVPD basis

Structure (XYZ):
```
109
Properties=species:S:1:pos:R:3:lowdin_charge:R:1
O -4.326 1.268 -1.487 0.184
C -3.935 0.566 -2.357 -0.546
O -4.536 0.324 -3.533 0.092
C -3.556 -0.244 -4.424 -0.018
C -2.585 -0.887 -3.460 -0.289
F -1.289 -0.731 -3.817 0.083
O -2.758 -0.111 -2.284 0.099
H -3.974 -0.864 -5.208 0.143
H -3.084 0.624 -4.893 0.152
H -2.805 -1.910 -3.152 0.164
O -1.890 3.288 -2.797 0.174
C -2.726 3.631 -2.034 -0.569
O -2.587 3.663 -0.687 0.043
C -3.501 4.618 -0.184 -0.043
C -4.659 4.403 -1.147 -0.284
F -5.388 5.538 -1.292 0.075
O -3.921 4.205 -2.359 0.119
H -3.736 4.479 0.868 0.131
H -3.064 5.610 -0.310 0.153
H -5.313 3.546 -1.011 0.159
C 2.732 -0.195 -4.147 -0.011
C 1.763 -1.236 -4.642 -0.326
C 2.329 -2.231 -5.648 -0.066
O 1.973 -3.509 -5.103 0.078
C 1.387 -3.361 -3.899 -0.547
O 1.050 -4.264 -3.202 0.153
O 1.337 -2.061 -3.567 0.075
H 3.046 0.477 -4.947 0.097
H 3.677 -0.614 -3.786 0.100
H 2.289 0.348 -3.314 0.078
H 0.905 -0.676 -5.022 0.141
H 3.418 -2.151 -5.698 0.134
H 1.952 -2.203 -6.668 0.135
C 1.667 -6.474 -1.161 -0.016
C 2.368 -5.277 -0.555 -0.329
C 1.528 -4.206 0.127 -0.100
O 1.978 -4.271 1.476 0.048
C 3.086 -5.066 1.590 -0.550
O 3.704 -5.152 2.595 0.185
O 3.288 -5.752 0.439 0.087
H 1.045 -6.225 -2.019 0.062
H 0.923 -6.715 -0.388 0.096
H 2.324 -7.270 -1.492 0.090
H 2.988 -4.748 -1.289 0.144
H 0.460 -4.413 0.037 0.129
H 1.721 -3.209 -0.267 0.115
C 0.914 0.087 2.887 0.011
C 0.750 1.527 3.376 -0.327
C 0.168 1.698 4.780 -0.076
O 1.297 2.133 5.527 0.078
C 2.269 2.564 4.694 -0.542
O 3.236 3.161 5.029 0.173
O 1.977 2.209 3.413 0.099
H -0.082 -0.348 2.789 0.058
H 1.526 -0.541 3.539 0.099
H 1.413 0.094 1.917 0.067
H 0.026 1.929 2.663 0.112
H -0.282 0.819 5.240 0.137
H -0.604 2.473 4.788 0.131
O -0.174 4.252 1.979 0.153
C 0.663 4.654 1.235 -0.582
O 1.910 4.950 1.619 0.075
C 2.668 5.453 0.515 -0.091
C 1.588 5.679 -0.566 -0.090
O 0.483 4.921 -0.074 0.041
H 3.117 6.402 0.802 0.126
H 3.448 4.737 0.268 0.125
H 1.876 5.187 -1.491 0.131
H 1.346 6.736 -0.637 0.127
O -4.068 3.579 5.230 0.180
C -3.787 2.849 4.344 -0.560
O -3.297 3.221 3.132 0.055
C -3.228 2.106 2.268 -0.119
C -3.415 0.897 3.222 -0.107
O -3.989 1.507 4.369 0.062
H -3.984 2.037 1.490 0.125
H -2.220 2.063 1.857 0.102
H -2.557 0.269 3.458 0.110
H -4.171 0.238 2.787 0.124
O 5.420 -2.166 4.650 0.176
C 5.163 -1.983 3.509 -0.560
O 5.984 -2.329 2.486 0.063
C 5.480 -1.874 1.251 -0.110
C 4.074 -1.312 1.618 -0.105
O 4.067 -1.345 3.039 0.058
H 6.052 -1.105 0.735 0.127
H 5.372 -2.756 0.620 0.121
H 3.331 -1.978 1.180 0.107
H 3.946 -0.285 1.287 0.117
O -1.727 -1.702 2.034 0.153
C -2.565 -2.234 1.384 -0.563
O -2.964 -1.777 0.167 0.034
C -4.038 -2.613 -0.295 -0.108
C -3.712 -3.900 0.405 -0.081
O -3.204 -3.388 1.669 0.069
H -4.994 -2.188 0.021 0.142
H -4.032 -2.612 -1.381 0.118
H -2.886 -4.457 -0.041 0.136
H -4.517 -4.576 0.675 0.139
O 2.980 1.832 -0.322 0.159
C 1.904 1.331 -0.419 -0.592
O 1.719 0.023 -0.730 0.027
C 0.330 -0.321 -0.686 -0.091
C -0.354 1.053 -0.449 -0.075
O 0.737 1.925 -0.199 0.072
H 0.058 -0.739 -1.651 0.103
H 0.131 -1.020 0.126 0.110
H -1.050 1.079 0.381 0.116
H -0.823 1.318 -1.394 0.108
```

Properties
- SMILES = O=C1OC[C@@H](F)O1.O=C1OC[C@@H](F)O1.C[C@H]1COC(=O)O1.C[C@H]1COC(=O)O1.C[C@H]1COC(=O)O1.O=C1OCCO1.O=C1OCCO1.O=C1OCCO1.O=C1OCCO1.O=C1OCCO1
- electronic energy (eV) = -101795.7583
- spin multiplicity = 1
- frontier orbital gap (eV) = 9.8
- molecular weight (g/mol) = 958.7
- total charge = 0

***

Q: The lowest total charge belongs to which entry?
A: C5H20BrN2O7

***

Q: Look up the electronic energy of the sixth one.
A: -101795.7583 eV

***

Q: Among the records above, which one has the lowest molecular weight?
A: C5H8O2

***

Q: Among the records above, which one has the lowest total charge?
A: C5H20BrN2O7